Version w
ORCA calculation (ωB97M-V/def2-TZVPD) on C4H8O2 in the gas phase.

CARTESIAN COORDINATES (ANGSTROEM)
O (2.7293, -1.2107, -0.6625)
O (1.5904, 0.2523, 0.6329)
C (-2.0534, 0.1721, -0.1791)
C (-0.7878, 0.5629, 0.5814)
C (0.3539, -0.3910, 0.2741)
C (2.6883, -0.2551, 0.0685)
H (0.3889, -0.6453, -0.7898)
H (-2.3808, -0.8432, 0.0723)
H (-2.8766, 0.8559, 0.0485)
H (-0.9773, 0.5877, 1.6609)
H (-0.4767, 1.5728, 0.2910)
H (0.2730, -1.3280, 0.8368)
H (-1.8783, 0.2070, -1.2607)
H (3.5610, 0.3442, 0.3666)

* HOMO-LUMO gap: 11.711 eV
* lowest unoccupied orbital energy: 0.99 eV
* SMILES: CCCOC=O
* HOMO level: -10.719 eV

Version x
ORCA calculation (ωB97M-V/def2-TZVPD) on C4H8O2 in the gas phase.

CARTESIAN COORDINATES (ANGSTROEM)
O (-0.5842, 0.5843, -0.0246)
O (0.6185, -0.9748, 1.0563)
C (-0.5794, -1.4658, 1.6283)
C (0.6238, -0.0026, 0.1252)
C (-0.7920, 1.3261, -1.2252)
C (1.7678, 0.2779, -0.5172)
H (0.0878, 1.3133, -1.8636)
H (-1.0319, -0.7500, 2.3216)
H (-1.0508, 2.3595, -0.9839)
H (2.6352, -0.3476, -0.3525)
H (1.8985, 1.1321, -1.1652)
H (-1.6265, 0.8846, -1.7759)
H (-1.3288, -1.7595, 0.8871)
H (-0.2639, -2.3477, 2.1858)

* HOMO-LUMO gap: 9.195 eV
* lowest unoccupied orbital energy: 0.97 eV
* SMILES: C=C(OC)OC
* HOMO level: -8.222 eV

We find version w to be the most stable, with the next structure 157.4 kJ/mol higher.

Version w
ORCA calculation (ωB97M-V/def2-TZVPD) on a molecular structure, C3H5NO2S.

CARTESIAN COORDINATES (ANGSTROEM)
S (-2.5541, -0.8862, -0.0604)
O (0.0665, -1.9123, -0.1223)
O (1.2127, 0.1380, -0.2442)
N (-0.1032, 0.3099, 0.1360)
C (-0.7584, 1.6503, -0.0352)
C (-0.8845, -0.8841, 0.0531)
C (1.4301, -1.2672, 0.0673)
H (-1.8686, 1.3790, -0.1507)
H (1.8788, -1.3448, 1.1812)
H (2.0325, -1.6338, -0.7771)
H (-0.1295, 2.2393, -1.1018)
H (-0.3224, 2.2120, 1.0541)

* HOMO-LUMO gap: 9.369 eV
* lowest unoccupied orbital energy: 0.70 eV
* HOMO level: -8.665 eV

Version x
ORCA calculation (ωB97M-V/def2-TZVPD) on 3 unconnected molecules or ions with the total composition C3H5NO2S.

CARTESIAN COORDINATES (ANGSTROEM)
S (0.7107, 0.9306, 2.0672)
O (0.1773, -3.6248, -1.8904)
O (0.1114, 2.6371, 0.4704)
N (-0.5036, 0.0426, 1.5578)
C (0.7098, -1.4358, -0.9244)
C (-0.8456, 2.1555, -0.0309)
C (0.4295, -2.5812, -1.4404)
H (1.5603, -0.8811, -1.2675)
H (-1.3039, 0.1344, 2.1732)
H (-1.5098, 2.5380, -0.7955)
H (0.0827, -1.0023, -0.1616)
H (1.5942, 0.5166, 1.1240)

* HOMO-LUMO gap (spin up / spin down): 8.050 / 8.332 eV
* lowest unoccupied orbital energy (spin up / spin down): 0.02 / -0.11 eV
* HOMO level (spin up / spin down): -8.034 / -8.438 eV

Version y
ORCA calculation (ωB97M-V/def2-TZVPD) on C3H5NO2S in the gas phase.

CARTESIAN COORDINATES (ANGSTROEM)
S (0.3721, -1.1821, 0.8765)
O (0.0116, -1.3909, -2.2865)
O (-0.2096, 1.4112, 0.8910)
N (-0.3103, 0.5670, -1.1074)
C (-0.0123, 0.2651, 0.2064)
C (-0.2512, -0.2161, -2.2762)
C (0.0270, 1.3951, 2.3171)
H (-0.7440, 0.7879, 2.7737)
H (-0.0427, 2.4274, 2.6617)
H (0.9962, 1.0239, 2.4932)
H (-0.4914, 0.3495, -3.1807)
H (-0.4967, 1.5300, -1.3393)

* HOMO-LUMO gap: 9.210 eV
* lowest unoccupied orbital energy: 0.43 eV
* SMILES: COC(=S)NC=O
* HOMO level: -8.777 eV

Version z
ORCA calculation (ωB97M-V/def2-TZVPD) on C3H5NO2S in the gas phase.

CARTESIAN COORDINATES (ANGSTROEM)
S (1.1912, -0.6937, 0.1974)
O (2.3491, 0.1593, 0.1820)
O (1.4401, -2.0945, 0.3038)
N (-0.9960, 0.6208, 1.0651)
C (-1.1658, 0.6160, -0.3734)
C (0.0140, -0.1247, -1.0773)
C (-0.0235, 0.0909, 1.6121)
H (-1.2258, 1.6612, -0.6490)
H (0.1739, 0.1773, 2.6528)
H (-1.9125, -0.1220, -0.6427)
H (0.5209, 0.6126, -1.6468)
H (-0.3656, -0.9031, -1.6240)

* HOMO-LUMO gap: 10.285 eV
* lowest unoccupied orbital energy: 0.69 eV
* SMILES: O=S1(=O)C=NCC1
* HOMO level: -9.598 eV

We find version y to be the most stable, with the next structure 192.9 kJ/mol higher.

Version w
ORCA calculation (ωB97M-V/def2-TZVPD) on 2 unconnected molecules or ions with the total composition C3H5NO2S.

CARTESIAN COORDINATES (ANGSTROEM)
S (0.3395, -0.1159, 1.3669)
O (0.9400, -1.8496, -1.0604)
O (-0.5000, 1.9980, -0.2039)
N (-0.5454, -3.6288, -0.7534)
C (0.2129, -2.7331, -0.9600)
C (0.1632, 2.8093, 0.5151)
C (-0.3979, 0.7161, -0.0788)
H (-1.2918, 0.2062, -0.3879)
H (0.2747, 3.7704, 0.1403)
H (0.6059, 2.3367, 1.4868)
H (1.5301, 0.6639, 1.0466)
H (-1.3312, -4.1733, -1.1113)

* HOMO-LUMO gap (spin up / spin down): 8.047 / 8.093 eV
* lowest unoccupied orbital energy (spin up / spin down): 0.68 / 0.65 eV
* HOMO level (spin up / spin down): -7.370 / -7.441 eV

Version x
ORCA calculation (ωB97M-V/def2-TZVPD) on C3H5NO2S in the gas phase.

CARTESIAN COORDINATES (ANGSTROEM)
S (1.0509, 1.6397, -1.6731)
O (0.5430, -0.7332, 2.0690)
O (-1.0759, -1.1696, -0.0460)
N (0.6880, 0.0742, 0.9375)
C (-0.1028, -0.2257, -0.0028)
C (0.0571, 0.4798, -1.2866)
C (-1.8903, -1.3851, 1.1303)
H (-2.0739, -0.4841, 1.6669)
H (-0.7123, 0.1270, -1.9694)
H (-1.3376, -2.1006, 1.7881)
H (1.2003, -0.4015, 2.6957)
H (-2.8271, -1.8866, 0.7968)

* HOMO-LUMO gap: 8.118 eV
* lowest unoccupied orbital energy: -0.72 eV
* SMILES: CO/C(C=S)=N\O
* HOMO level: -8.833 eV

We find version x to be the most stable, with the next structure 136.4 kJ/mol higher.

Version w
ORCA calculation (ωB97M-V/def2-TZVPD) on 4 unconnected molecules or ions with the total composition C3H17N2O3.

CARTESIAN COORDINATES (ANGSTROEM)
O (-2.2179, -0.0281, 1.9326)
O (1.7366, -1.0485, 1.6285)
O (-2.9611, -2.2739, 3.5500)
N (-0.1783, 0.5177, 0.4544)
N (2.3026, 1.8027, -2.5533)
C (1.6283, 0.5044, -2.2118)
C (-0.5419, 0.1308, -0.8865)
C (0.1655, 0.9281, -1.8951)
H (-1.1011, 0.8065, 1.0024)
H (0.4362, 2.0031, -1.5451)
H (2.3947, -0.4451, 1.4446)
H (-2.7266, -2.9868, 2.9280)
H (1.5636, -0.2663, -3.1040)
H (1.6112, 2.3947, -3.2008)
H (-1.5534, 0.1192, -1.0411)
H (0.4910, 1.3895, 0.5062)
H (0.3428, -0.1203, 0.9698)
H (-0.2688, -0.8366, -1.1428)
H (3.1502, 1.7199, -3.0695)
H (2.1714, -1.8512, 1.4455)
H (2.0860, -0.0238, -1.3948)
H (-2.1399, -0.8557, 2.4114)
H (-3.0723, -2.9380, 4.2232)
H (-2.9679, 0.3995, 2.4347)
H (-0.3509, 0.9583, -2.8866)

* HOMO-LUMO gap: 9.884 eV
* lowest unoccupied orbital energy: -2.79 eV
* HOMO level: -12.676 eV
* charge: +1

Version x
ORCA calculation (ωB97M-V/def2-TZVPD) on 4 unconnected molecules or ions with the total composition C3H17N2O3.

CARTESIAN COORDINATES (ANGSTROEM)
O (-5.4049, 0.4003, -2.7440)
O (2.0160, 5.0898, 3.6601)
O (-1.2276, -0.6734, -2.8371)
N (0.2950, -0.7757, -0.4650)
N (2.7668, -1.1233, 0.6628)
C (-0.2339, 0.1969, 0.5896)
C (1.7050, -1.9556, 1.2906)
C (0.5837, -2.0543, 0.2864)
H (3.2120, -1.6245, -0.0926)
H (0.9060, -2.7409, -0.5257)
H (1.9750, 6.0461, 3.7594)
H (-0.8182, -1.0965, -3.5976)
H (-1.4437, 0.2125, -3.1272)
H (-4.4521, 0.5367, -2.6121)
H (2.1267, -2.9499, 1.4519)
H (3.4660, -0.7919, 1.3183)
H (-0.4582, 1.0706, -0.0413)
H (0.5238, 0.3389, 1.3509)
H (-0.3200, -2.5627, 0.6254)
H (-5.5391, -0.4116, -3.2717)
H (2.6757, 4.9215, 4.3719)
H (-1.1488, -0.0646, 1.1143)
H (-0.4007, -1.0006, -1.1928)
H (1.4453, -1.4426, 2.2041)
H (1.1553, -0.2982, -0.7412)

* HOMO-LUMO gap: 10.445 eV
* lowest unoccupied orbital energy: -3.05 eV
* HOMO level: -13.497 eV
* charge: +1

We find version x to be the most stable, with the next structure 63.0 kJ/mol higher.

Version w
ORCA calculation (ωB97M-V/def2-TZVPD) on 2 unconnected molecules or ions with the total composition C3H10N.

CARTESIAN COORDINATES (ANGSTROEM)
N (2.2847, 0.2658, 0.2965)
C (-1.2318, 0.5328, -0.2839)
C (1.2179, -0.4217, -0.4568)
C (-2.2732, -0.3160, 0.2810)
H (1.7001, 1.0961, 0.7239)
H (-0.9960, 0.5223, -1.3684)
H (-3.2719, 0.1757, -0.0221)
H (0.8312, -1.3666, 0.0147)
H (3.1285, 0.5012, -0.3126)
H (2.8943, -0.2975, 1.0747)
H (-0.9364, 1.3573, 0.2839)
H (-2.4027, -1.2705, -0.1018)
H (-2.1890, -0.5261, 1.3930)
H (1.2443, -0.2528, -1.5219)

* HOMO-LUMO gap (spin up / spin down): 7.707 / 9.456 eV
* lowest unoccupied orbital energy (spin up / spin down): -4.61 / -3.93 eV
* HOMO level (spin up / spin down): -12.321 / -13.391 eV
* charge: +1

Version x
ORCA calculation (ωB97M-V/def2-TZVPD) on 2 unconnected molecules or ions with the total composition C3H10N.

CARTESIAN COORDINATES (ANGSTROEM)
N (1.2558, -0.8979, 0.9967)
C (1.6312, 0.1181, 0.2652)
C (-1.5005, 1.5733, -1.1382)
C (0.0016, -1.6417, 0.6371)
H (2.4420, 0.8481, 0.5035)
H (1.8521, -1.1565, 1.6761)
H (-1.0732, 2.4815, -1.7000)
H (-0.9228, 0.5946, -1.6044)
H (-0.9179, -1.0562, 0.5974)
H (0.3004, -2.3097, -0.2067)
H (-0.2009, -2.2135, 1.5443)
H (-1.1144, 1.6840, -0.0800)
H (-2.5705, 1.2511, -1.2825)
H (0.8172, 0.7248, -0.2084)

* HOMO-LUMO gap: 10.005 eV
* lowest unoccupied orbital energy: -6.03 eV
* HOMO level: -16.036 eV
* charge: +1

We find version x to be the most stable, with the next structure 207.1 kJ/mol higher.

Version w
ORCA calculation (ωB97M-V/def2-TZVPD) on 2 unconnected molecules or ions with the total composition C3H10N.

CARTESIAN COORDINATES (ANGSTROEM)
N (0.7548, 1.1219, 1.6732)
C (0.2517, 1.4951, 0.5488)
C (-0.6359, -2.3200, -3.4284)
C (0.3342, 1.4637, 3.0487)
H (-0.6033, 0.9756, 3.3010)
H (-0.8933, -3.1314, -2.7406)
H (-0.3590, -2.9555, -4.2876)
H (1.0108, 0.1363, 1.6214)
H (0.3391, 0.7544, -0.2448)
H (0.2134, -1.6638, -3.2473)
H (-0.5012, 2.2812, 0.5452)
H (1.1660, 1.0985, 3.6626)
H (0.4404, 2.5211, 3.3104)
H (-1.5176, -1.7770, -3.7625)

* HOMO-LUMO gap: 8.966 eV
* lowest unoccupied orbital energy: -6.02 eV
* HOMO level: -14.988 eV
* charge: +1

Version x
ORCA calculation (ωB97M-V/def2-TZVPD) on 2 unconnected molecules or ions with the total composition C3H10N.

CARTESIAN COORDINATES (ANGSTROEM)
N (-1.0228, 0.6590, -0.1536)
C (-1.0609, 0.7208, 1.1261)
C (2.1023, -2.6464, 0.1751)
C (-0.4807, 1.6479, -1.0596)
H (1.2757, -1.9329, 0.2542)
H (-1.2023, 1.9666, -1.8039)
H (-0.9319, 1.7243, 1.5264)
H (0.5441, 1.5246, -1.3464)
H (2.6988, -2.3422, -0.6954)
H (1.8224, -3.6884, 0.2558)
H (-0.4421, 2.5652, -0.4424)
H (-1.3128, -0.2242, -0.5793)
H (-1.5666, -0.1249, 1.5765)
H (2.7899, -2.3940, 1.0141)

* HOMO-LUMO gap: 10.056 eV
* lowest unoccupied orbital energy: -5.75 eV
* HOMO level: -15.804 eV
* charge: +1

Version y
ORCA calculation (ωB97M-V/def2-TZVPD) on a gas-phase ion, C3H10N (charge +1).

CARTESIAN COORDINATES (ANGSTROEM)
N (1.0786, 0.8531, -0.1189)
C (0.5092, -1.3264, -0.0493)
C (-1.5701, 0.4996, -0.1102)
C (0.0094, 0.0205, 0.4766)
H (0.0683, 0.0862, 1.6559)
H (1.5300, -1.4282, 0.3156)
H (0.8308, 0.9459, -1.0860)
H (-1.6320, 1.6118, -0.4315)
H (-2.3318, 0.4202, 0.7306)
H (1.2694, 1.8765, 0.2255)
H (0.3201, -1.5065, -1.1026)
H (-1.9443, -0.1827, -0.8815)
H (1.9437, 0.2816, -0.0645)
H (-0.0813, -2.1514, 0.4403)

* HOMO-LUMO gap: 13.028 eV
* lowest unoccupied orbital energy: -3.70 eV
* SMILES: CC(C)[NH3+]
* HOMO level: -16.724 eV
* charge: +1

We find version y to be the most stable, with the next structure 39.0 kJ/mol higher.